Entry 1:
ORCA calculation (ωB97M-V with the def2-TZVPD basis set) on a structure of composition C21H50B2Br2ClN4O10PSSi2.

Properties
E_tot ... -8778.13637 Ha

ORCA input file:
```
! wB97M-V def2-TZVPD RIJCOSX def2/J DEFGRID3
* xyz 0 1
C 1.2380 -0.5650 5.3047
C 0.5561 -1.5448 4.1746
B -0.5263 -0.7613 3.2136
O -1.2025 0.4664 3.7072
Si -0.9256 -1.5165 1.4374
C -2.8251 -1.5111 1.2615
B -3.6332 -2.5088 2.3396
O -5.0237 -2.9538 2.0027
O -3.0640 -3.0344 3.5923
O -0.1810 -3.1364 1.4660
Si -0.7490 -4.1433 0.1532
C -0.8322 -5.9669 0.8798
C -2.2939 -6.6776 0.6812
C -3.3928 -6.3631 1.8552
Cl -2.7271 -6.3737 3.5847
P 0.5316 -4.2519 -1.6159
O 0.1047 -5.7659 -2.4427
O 2.2490 -4.3789 -1.2863
S 0.1090 -2.8414 -2.9471
C 0.0854 -0.4828 0.1955
Br 1.9469 -1.1836 -0.2680
C -0.2691 0.7932 -0.4703
C 0.7656 1.5344 -1.5236
Br -2.0107 1.6629 -0.0667
H 0.7774 -0.6768 6.3851
H 2.3847 -0.8449 5.3446
H 1.1695 0.5481 4.9301
H 0.0528 -2.4396 4.7783
H 1.4088 -2.0274 3.5305
H -0.5841 1.2548 3.7070
H -3.3277 -0.4456 1.4540
H -3.2282 -1.8431 0.1887
H -5.5073 -2.2493 1.4787
H -3.8582 -3.3210 4.1658
H -2.1433 -3.8113 -0.2296
H -0.4276 -5.9456 1.9776
H -0.0546 -6.6289 0.2615
H -2.7471 -6.2752 -0.3349
H -2.1693 -7.8493 0.5498
H -4.1941 -7.2466 1.8042
H -3.9770 -5.3923 1.5499
H 0.3773 -5.5963 -3.3982
H 2.7568 -4.0017 -2.0889
H 1.8171 1.6990 -0.9828
H 0.3265 2.6325 -1.6787
H 0.8949 0.9508 -2.5450
C 3.4591 3.6005 1.2999
O 3.0483 2.4520 1.1956
N 3.8420 4.4110 0.2526
C 4.3184 5.7627 0.4603
C 3.7664 3.8969 -1.0993
H 3.5565 4.0902 2.2826
H 3.6609 6.4552 -0.0731
H 5.3353 5.8436 0.0658
H 4.3240 6.0195 1.5231
H 2.7315 3.6151 -1.3156
H 4.3976 3.0067 -1.1774
H 4.1009 4.6495 -1.8184
C -2.5848 6.9446 0.9636
O -1.6337 7.1843 0.2311
N -2.8186 5.7467 1.6046
C -3.9711 5.5426 2.4573
C -1.8834 4.6561 1.4211
H -3.3566 7.7035 1.1721
H -3.6258 5.2890 3.4637
H -4.5674 4.7188 2.0546
H -4.5895 6.4430 2.5061
H -0.8930 4.9758 1.7587
H -1.8298 4.4084 0.3567
H -2.1994 3.7763 1.9882
C 5.1193 1.1872 -2.3062
O 4.9202 2.1616 -3.0201
N 6.1403 0.2745 -2.4652
C 6.3078 -0.8551 -1.5748
C 7.0763 0.4488 -3.5566
H 4.4672 0.9600 -1.4471
H 7.2913 -0.7888 -1.1008
H 6.2423 -1.7779 -2.1583
H 5.5358 -0.8644 -0.8006
H 7.5704 1.4192 -3.4503
H 6.5268 0.4350 -4.5026
H 7.8252 -0.3478 -3.5544
C -3.7722 -1.0137 -2.6880
O -2.8855 -0.9848 -1.8444
N -3.7868 -0.2850 -3.8581
C -4.8766 -0.3758 -4.8074
C -2.6782 0.6002 -4.1498
H -4.6619 -1.6530 -2.5665
H -4.4813 -0.7189 -5.7678
H -5.3249 0.6147 -4.9268
H -5.6417 -1.0769 -4.4629
H -1.7548 0.0143 -4.1859
H -2.5941 1.3412 -3.3492
H -2.8299 1.1075 -5.1064
*
```

---

Entry 2:
ORCA calculation (ωB97M-V with the def2-TZVPD basis set) on a cluster of 5 separate species, C21H50N2O5 in total.

Properties
E_tot ... -1315.36253 Ha
⟨S²⟩ ... 0.75
Relative energy (zero: lowest compared OMol25 entry of this formula, charge and spin) ... 0.000 eV

ORCA input file:
```
! wB97M-V def2-TZVPD RIJCOSX def2/J DEFGRID3
* xyz 1 2
C -13.1094 16.8583 -2.4746
C -13.1061 15.3414 -2.1697
C -11.6323 14.8014 -2.3848
C -11.3459 13.4911 -1.6677
C -11.7072 13.6064 -0.1882
C -13.1729 14.0095 0.0792
N -13.4842 15.2500 -0.7106
O -14.7481 15.7371 -0.4054
C -14.1110 12.8438 -0.0966
C -13.2179 14.4044 1.6122
C -14.0225 14.5848 -3.0643
H -13.2470 17.0178 -3.5440
H -12.1999 17.3182 -2.0882
H -13.8893 17.3372 -1.8825
H -11.3902 14.5374 -3.4143
H -10.9276 15.5735 -2.0759
H -10.3141 13.1856 -1.8415
H -11.8382 12.6275 -2.1150
H -11.0564 14.4459 0.0562
H -11.4082 12.7626 0.4338
H -13.9688 12.5036 -1.1224
H -13.8909 12.0905 0.6599
H -15.1188 13.2483 -0.0032
H -12.3228 14.9477 1.9151
H -14.0884 15.0043 1.8778
H -13.4426 13.5416 2.2392
H -15.0677 14.7937 -2.8363
H -13.9691 13.5040 -2.9334
H -13.9215 14.8315 -4.1212
H -14.5206 16.5908 -0.0297
C -10.4791 29.0174 -4.7725
C -11.1693 28.2906 -3.5744
C -12.5066 29.0465 -3.3024
C -13.5127 28.3113 -2.3016
C -13.8129 26.9969 -2.9264
C -12.5565 26.1046 -3.3042
N -11.5043 26.8542 -3.9411
O -10.3174 26.1459 -4.1001
C -12.0736 25.5115 -1.9418
C -12.9281 24.8709 -4.1376
C -10.2812 28.3501 -2.2710
H -10.2243 30.0451 -4.5134
H -11.0351 29.0255 -5.7099
H -9.5198 28.5482 -4.9908
H -12.3061 30.0024 -2.8187
H -13.0596 29.2702 -4.2148
H -14.3766 28.9736 -2.2463
H -13.0526 28.2277 -1.3170
H -14.4470 27.2860 -3.7645
H -14.5072 26.3265 -2.4198
H -12.9072 24.9566 -1.5112
H -11.2672 24.8012 -2.1242
H -11.6398 26.2650 -1.2844
H -13.8323 24.4891 -3.6636
H -13.1140 25.0365 -5.1988
H -12.1094 24.1520 -4.1032
H -9.6862 27.4493 -2.1205
H -10.8264 28.4587 -1.3334
H -9.5970 29.1982 -2.2988
H -10.1671 26.0226 -5.0402
C -14.1858 20.7001 -4.5842
O -15.3241 21.3982 -4.1188
H -13.9334 19.7502 -4.1131
H -14.5078 20.4776 -5.6015
H -13.3894 21.4434 -4.5470
H -15.1245 21.8595 -3.3008
C -15.5155 17.2992 -5.5623
O -16.4465 18.3174 -5.6380
H -15.9614 16.3181 -5.7262
H -14.7310 17.3116 -6.3189
H -15.0752 17.2406 -4.5669
H -17.3334 17.9554 -5.5743
C -15.6911 23.6080 -1.6738
O -15.0135 22.4119 -1.6430
H -15.2570 24.3580 -2.3349
H -16.7412 23.4193 -1.8966
H -15.7019 24.1087 -0.7056
H -15.4398 21.8241 -1.0151
*
```